Record 1
# C17H59NO14

A cluster of 12 separate species, C17H59NO14 in total (ωB97M-V/def2-TZVPD, the Open Molecules 2025 dataset).

## Properties
E_tot	-48735.5540	eV
largest force on an atom	2.4	eV Å⁻¹
SMILES string	COC[C@H](C)N.OCCO.OCCO.CO.CO.CO.CO.CO.CO.CO.CO.CO
LUMO	0.267	eV
molar mass	501.65	u
HOMO energy	-9.506	eV

The geometry in ORCA input format:
```
! wB97M-V def2-TZVPD RIJCOSX def2/J DEFGRID3
* xyz 0 1
C 5.35 0.88 -2.28
O 4.08 1.14 -2.83
C 3.01 0.41 -2.25
C 1.74 0.83 -2.94
C 1.46 2.35 -2.91
N 0.49 0.17 -2.53
H 5.30 0.85 -1.19
H 5.94 1.74 -2.59
H 5.81 -0.01 -2.72
H 3.19 -0.66 -2.39
H 2.99 0.54 -1.16
H 1.96 0.67 -4.01
H 1.17 2.67 -1.90
H 0.60 2.57 -3.54
H 2.33 2.95 -3.17
H -0.23 0.59 -3.12
H 0.61 -0.73 -3.01
O -2.83 0.36 -4.28
C -3.93 0.01 -3.44
C -3.59 -0.75 -2.21
O -2.74 0.04 -1.36
H -3.18 0.97 -4.94
H -4.52 0.93 -3.32
H -4.50 -0.68 -4.08
H -3.08 -1.71 -2.31
H -4.53 -0.93 -1.69
H -1.84 0.00 -1.71
O 0.16 -1.66 -0.40
C 0.49 -0.96 0.81
C -0.30 0.32 0.90
O -1.70 0.11 1.18
H 0.31 -1.08 -1.17
H 0.42 -1.60 1.69
H 1.54 -0.69 0.65
H -0.11 0.88 -0.02
H 0.00 0.99 1.71
H -2.20 0.00 0.34
C -2.68 -3.12 0.92
O -1.90 -3.54 -0.19
H -3.37 -2.33 0.62
H -3.30 -3.95 1.26
H -2.05 -2.83 1.76
H -1.19 -2.89 -0.35
C -2.70 3.46 -1.32
O -2.25 4.66 -1.96
H -2.75 2.60 -1.99
H -2.03 3.22 -0.50
H -3.71 3.68 -0.96
H -2.79 4.73 -2.75
C 0.10 -4.47 3.59
O 1.46 -4.09 3.38
H -0.43 -3.89 4.35
H -0.41 -4.34 2.63
H 0.01 -5.54 3.79
H 1.54 -3.18 3.72
C -1.38 3.54 2.97
O -1.38 4.86 2.49
H -0.42 3.03 2.94
H -1.66 3.55 4.03
H -2.06 2.85 2.45
H -2.24 5.27 2.55
C -0.09 -3.55 -3.26
O 0.73 -2.64 -4.00
H 0.37 -3.77 -2.29
H -1.03 -3.03 -3.09
H -0.31 -4.46 -3.83
H 1.36 -3.23 -4.43
C 4.19 -1.96 0.48
O 4.19 -0.91 1.44
H 3.27 -2.02 -0.10
H 5.04 -1.82 -0.18
H 4.34 -2.89 1.03
H 3.53 -1.13 2.10
C -4.70 0.60 3.12
O -3.38 0.37 3.56
H -5.36 -0.02 3.73
H -4.89 1.67 3.23
H -4.85 0.30 2.08
H -2.77 0.48 2.82
C 3.56 2.74 1.32
O 2.20 2.87 1.66
H 3.72 2.27 0.35
H 4.06 3.71 1.34
H 4.08 2.11 2.04
H 1.80 3.56 1.12
C 1.17 -0.13 4.05
O 1.82 -1.40 4.02
H 0.11 -0.19 3.83
H 1.37 0.34 5.02
H 1.63 0.55 3.32
H 2.72 -1.22 4.28
*
```


Record 2
# C17H60N10O13

A cluster of 13 separate species, C17H60N10O13 in total (ωB97M-V/def2-TZVPD, the Open Molecules 2025 dataset).

## Properties
E_tot	-60117.3201	eV
largest force on an atom	9.4	eV Å⁻¹
LUMO	-0.075	eV
ΔE to the lowest compared entry with this formula, charge and spin	566.4	kJ/mol
molar mass	612.72	u
HOMO energy	-7.992	eV

The geometry in ORCA input format:
```
! wB97M-V def2-TZVPD RIJCOSX def2/J DEFGRID3
* xyz 0 1
C -0.54 -3.51 -3.35
C -1.06 -2.25 -4.09
O -1.50 -1.35 -3.11
H -1.33 -3.82 -2.67
H 0.39 -3.35 -2.80
H -0.31 -4.37 -4.04
H -1.91 -2.58 -4.76
H -0.26 -1.82 -4.65
H -2.38 -1.56 -2.88
C 0.92 3.74 -0.29
C 1.35 4.90 -1.25
O 1.02 4.70 -2.60
H 1.25 2.77 -0.62
H -0.10 3.71 -0.29
H 1.24 3.94 0.74
H 2.46 4.90 -1.17
H 1.05 5.84 -0.91
H 1.84 4.47 -3.06
C -3.12 1.48 -1.70
C -3.00 2.81 -1.01
O -4.21 3.61 -1.12
H -2.18 0.90 -1.45
H -3.15 1.60 -2.81
H -4.00 0.93 -1.29
H -2.15 3.28 -1.42
H -2.78 2.68 0.02
H -4.25 4.11 -1.95
C 3.27 0.40 1.69
C 4.70 0.04 1.44
O 4.88 0.13 0.06
H 3.05 0.41 2.72
H 2.71 -0.38 1.15
H 3.02 1.34 1.25
H 5.01 -0.94 1.69
H 5.37 0.71 2.00
H 5.81 0.08 -0.06
C -3.81 -1.14 1.08
O -2.81 -0.19 1.16
N -4.91 -0.91 0.42
N -3.77 -2.31 1.68
H -5.22 0.06 0.46
H -5.59 -1.60 0.12
H -3.05 -2.42 2.37
H -4.62 -2.93 1.60
C 3.23 -1.06 -2.96
O 4.48 -1.68 -3.19
N 2.20 -1.25 -3.74
N 3.01 -0.28 -1.97
H 2.14 -2.03 -4.42
H 1.34 -0.71 -3.56
H 3.74 0.09 -1.33
H 2.08 0.06 -1.84
C -1.83 -1.36 4.52
O -2.44 -1.89 5.69
N -1.57 -2.12 3.50
N -1.66 -0.08 4.23
H -1.22 -3.08 3.75
H -0.97 -1.81 2.69
H -1.89 0.59 4.97
H -1.62 0.29 3.26
C -0.28 1.47 -3.59
O 0.45 0.79 -2.66
N -0.92 0.80 -4.54
N -0.35 2.76 -3.70
H -1.09 -0.10 -4.22
H -1.72 1.14 -5.09
H 0.20 3.31 -3.04
H -1.05 3.32 -4.17
C 1.68 1.28 5.07
O 3.03 1.48 5.14
N 0.86 2.27 5.31
N 1.11 0.13 4.78
H 1.27 3.21 5.24
H -0.18 2.28 5.28
H 1.75 -0.63 4.46
H 0.13 0.16 4.46
C 0.15 -0.68 0.06
O 0.29 -1.06 1.40
H 0.47 0.36 -0.24
H -0.89 -0.70 -0.26
H 0.70 -1.35 -0.57
H 0.77 -0.29 1.74
C -0.75 2.12 1.81
O 0.44 1.56 2.29
H -0.83 1.92 0.75
H -0.75 3.17 1.95
H -1.54 1.64 2.28
H 0.75 1.91 3.11
C 3.44 -3.29 -0.15
O 2.41 -3.25 0.85
H 3.13 -3.34 -1.15
H 4.14 -4.05 0.10
H 3.94 -2.34 -0.17
H 1.83 -2.52 0.65
C -1.17 -3.98 0.12
O -2.53 -3.90 -0.22
H -0.80 -5.01 0.18
H -0.98 -3.47 1.09
H -0.52 -3.58 -0.69
H -2.91 -3.32 0.46
*
```


Record 3
# C17H65IN3O16V

A structure of composition C17H65IN3O16V (ωB97M-V/def2-TZVPD, the Open Molecules 2025 dataset).

## Properties
⟨S²⟩	0.7702
E_tot	-89698.2452	eV
largest force on an atom	2.9	eV Å⁻¹
LUMO (alpha / beta)	-1.990 / -1.873	eV
molar mass	745.56	u
HOMO energy (alpha / beta)	-10.107 / -10.107	eV

The geometry in ORCA input format:
```
! wB97M-V def2-TZVPD RIJCOSX def2/J DEFGRID3
* xyz 1 2
O 2.52 4.98 1.50
V 1.56 3.79 1.94
I 2.07 1.33 1.16
O 2.26 3.38 3.83
H 3.09 2.82 3.86
H 2.28 3.66 4.76
O 0.28 3.77 0.32
H 0.92 3.80 -0.48
H -0.32 3.02 0.24
O -1.05 2.47 6.99
H -0.54 1.66 7.03
H -1.28 2.67 7.87
O 2.59 5.34 5.73
H 1.73 5.76 5.52
H 3.19 5.96 5.35
O 2.23 7.41 0.65
H 3.04 8.03 0.52
H 2.25 6.79 -0.10
O 3.80 1.70 4.69
H 3.58 0.79 4.39
H 4.74 1.80 4.88
O -1.54 1.43 0.50
H -1.74 0.85 1.20
H -2.38 1.83 0.19
O -0.21 7.17 2.13
H 0.36 7.43 1.37
H -1.08 7.46 1.89
O 1.97 3.99 -1.56
H 2.91 3.96 -1.35
H 1.77 3.49 -2.42
O -0.41 4.95 5.74
H -0.44 5.48 6.54
H -0.54 4.00 6.03
O -0.07 4.50 2.86
H -0.24 5.35 2.33
H 0.02 4.80 3.75
O 1.40 1.93 -3.10
H 1.55 1.50 -3.97
H 1.67 1.24 -2.51
C -2.51 -1.94 -1.56
C -2.13 -3.39 -1.85
C -2.79 -4.26 -0.75
C -4.31 -4.45 -0.96
C -4.59 -5.01 -2.35
C -3.98 -4.19 -3.50
N -2.50 -3.98 -3.16
O -1.88 -3.19 -4.16
C -4.06 -5.02 -4.77
C -4.89 -2.86 -3.72
C -0.67 -3.51 -1.67
H -2.10 -1.28 -2.28
H -2.28 -1.54 -0.57
H -3.60 -1.84 -1.56
H -2.32 -5.24 -0.71
H -2.68 -3.66 0.17
H -4.96 -3.48 -0.83
H -4.65 -5.20 -0.25
H -5.66 -5.03 -2.46
H -4.07 -5.94 -2.54
H -4.09 -4.47 -5.69
H -3.31 -5.77 -4.74
H -5.03 -5.60 -4.80
H -4.39 -2.09 -4.29
H -5.80 -3.21 -4.23
H -5.32 -2.55 -2.77
H -0.45 -3.22 -0.65
H -0.17 -2.84 -2.41
H -0.42 -4.55 -1.88
H -1.61 -3.78 -4.88
C 0.33 -2.01 3.41
C 0.66 -1.28 4.69
C 2.13 -1.32 4.97
O 2.85 -0.47 4.00
C 3.88 -1.06 3.20
N 0.18 0.12 4.68
H -0.71 -1.94 3.08
H 0.55 -3.14 3.44
H 0.92 -1.61 2.55
H 0.21 -1.72 5.52
H 2.47 -2.36 5.09
H 2.31 -0.79 5.88
H 4.75 -1.40 3.86
H 4.16 -0.45 2.36
H 3.48 -1.97 2.77
H -0.83 0.19 4.95
H 0.21 0.46 3.79
C 0.42 -1.65 -6.62
C 0.78 -0.84 -5.35
C 2.00 -1.43 -4.69
O 2.11 -0.84 -3.36
C 3.16 -1.37 -2.59
N 1.04 0.62 -5.53
H -0.66 -1.61 -6.80
H 0.78 -2.72 -6.48
H 0.93 -1.26 -7.46
H -0.07 -0.91 -4.62
H 2.89 -1.25 -5.25
H 1.78 -2.55 -4.66
H 3.02 -2.43 -2.47
H 3.24 -0.80 -1.66
H 4.17 -1.16 -3.04
H 1.87 0.74 -6.08
H 0.26 1.01 -6.01
*
```